12
Properties=species:S:1:pos:R:3:forces:R:3 method="wB97M-V/def2-TZVPD" e_above_lowest_kj_mol=418.6 lumo_energy_ev="-1.8 / -1.4" total_energy_ha=-377.5046 homo_ev="-9.61 / -8.63"
N 3.69212 -0.48232 -0.15267 1.925 -0.351 -0.200
H 1.15125 1.74190 -0.51608 0.139 1.470 -0.706
N -1.34700 -1.34180 -0.21177 2.141 -1.896 -0.623
H -1.32887 1.93725 -0.11688 -1.537 2.397 -0.109
C 2.59595 -0.30348 0.08418 -1.257 0.784 -0.392
H -2.88854 -0.03989 -0.11248 1.706 0.601 0.153
H 0.87337 -0.90361 0.92044 -1.031 -0.026 -0.114
C 0.53003 0.99968 -0.11879 -0.786 -2.981 1.163
C 1.20251 -0.11108 0.27071 0.440 -0.065 0.677
O -1.82919 -2.42694 0.06448 -0.346 1.552 0.088
C -0.91400 1.01355 -0.03121 1.726 -1.705 -0.652
C -1.73764 -0.08325 -0.07990 -3.120 0.220 0.714

---

14
Properties=species:S:1:pos:R:3:forces:R:3 method="wB97M-V/def2-TZVPD" e_above_lowest_kj_mol=294.4 lumo_energy_ev=0.7 total_energy_ha=-776.0280 homo_ev=-8.98
C 1.66580 -0.91764 1.72741 -0.438 -0.668 0.102
C -0.54933 -0.25356 0.77242 1.228 -0.375 0.300
H 1.98321 -1.65756 0.97043 -0.144 0.404 0.426
C -0.22728 0.44348 -1.46090 -1.053 0.103 0.339
H 2.03598 -1.20868 2.71620 -0.314 -0.152 -0.228
S -2.10895 0.25894 0.94069 0.330 -0.196 -0.234
H -0.32223 -0.87599 2.62015 0.155 -0.075 0.362
O 0.26836 -0.18943 -0.34169 -0.955 0.430 -0.101
H 2.10906 0.03833 1.51226 0.158 0.403 -0.319
N 0.50562 0.81961 -2.41229 -0.238 -0.270 0.227
H 2.27550 0.99270 -2.84492 0.315 -0.001 -0.249
N 0.19431 -0.80466 1.76554 -0.186 0.420 -0.766
O 1.82403 0.46392 -2.18777 0.405 0.117 0.058
H -1.31199 0.63394 -1.49577 0.737 -0.139 0.085

---

What did the first record say?
12
Properties=species:S:1:pos:R:3:forces:R:3 method="wB97M-V/def2-TZVPD" e_above_lowest_kj_mol=418.6 lumo_energy_ev="-1.8 / -1.4" total_energy_ha=-377.5046 homo_ev="-9.61 / -8.63"
N 3.69212 -0.48232 -0.15267 1.925 -0.351 -0.200
H 1.15125 1.74190 -0.51608 0.139 1.470 -0.706
N -1.34700 -1.34180 -0.21177 2.141 -1.896 -0.623
H -1.32887 1.93725 -0.11688 -1.537 2.397 -0.109
C 2.59595 -0.30348 0.08418 -1.257 0.784 -0.392
H -2.88854 -0.03989 -0.11248 1.706 0.601 0.153
H 0.87337 -0.90361 0.92044 -1.031 -0.026 -0.114
C 0.53003 0.99968 -0.11879 -0.786 -2.981 1.163
C 1.20251 -0.11108 0.27071 0.440 -0.065 0.677
O -1.82919 -2.42694 0.06448 -0.346 1.552 0.088
C -0.91400 1.01355 -0.03121 1.726 -1.705 -0.652
C -1.73764 -0.08325 -0.07990 -3.120 0.220 0.714